[1]
Entry from the OMol25 dataset: a single C4H5ClO molecule at a distorted geometry (ωB97M-V/def2-TZVPD).

XYZ file:
```
11
Properties=species:S:1:pos:R:3:forces:R:3:mulliken_charge:R:1
Cl 2.483107 0.003789 -0.131822 0.1 -0.2 -0.2 -0.215
O -2.419283 -0.017693 -0.054939 0.2 0.3 -0.1 -0.512
C -1.231379 0.023217 -0.112059 0.6 -0.8 0.4 0.330
C -0.102316 -1.099619 -0.100353 -1.6 -1.1 -2.1 -0.502
C -0.114820 1.107201 -0.090762 -0.6 -0.6 -0.7 -0.509
C 0.782464 -0.061246 0.407870 1.7 2.3 0.0 -0.029
H 0.125476 -1.318087 -1.193441 -0.2 0.2 1.2 0.233
H 0.005413 1.427052 -1.154833 0.4 -0.4 0.7 0.252
H -0.218456 -2.054081 0.421796 -0.1 0.3 0.0 0.322
H 0.852138 -0.001288 1.477001 -0.2 -0.2 0.5 0.305
H -0.162349 1.990752 0.531544 -0.3 0.1 0.2 0.325
```
Forces are in eV/Å.

Properties
HOMO: -9.8 eV
ΔE to the lowest compared entry with this formula, charge and spin: 5.78 kcal per mole
largest force on an atom: 0.0562 Eh/bohr
gap between HOMO and LUMO: 0.391 Ha
LUMO: 0.83 eV
SMILES: O=C1CC(Cl)C1
net charge: 0
energy: -18797.9485 eV

[2]
Entry from the OMol25 dataset: a single C5H8O2 molecule at a distorted geometry (ωB97M-V/def2-TZVPD).

XYZ file:
```
15
Properties=species:S:1:pos:R:3:forces:R:3:mulliken_charge:R:1
O -0.185351 1.064453 -1.140257 -0.3 0.3 0.3 -0.476
O -0.187506 -0.560796 1.550196 -0.8 0.1 0.9 -0.430
C -0.913165 -0.816287 0.374394 -0.2 -0.1 -0.2 -0.087
C 1.133059 1.138621 -0.596265 0.3 0.4 0.0 -0.341
C -0.285600 -0.328361 -0.887884 0.7 -0.4 0.2 0.129
C 1.350787 -0.369768 -0.629660 -0.4 -0.1 -0.7 -0.636
C -1.518233 -0.001263 1.410951 -0.1 0.2 0.1 -0.437
H 1.909469 -0.708330 0.274832 -1.3 -0.4 -0.5 0.230
H -1.507793 1.080447 1.331672 -0.1 -0.1 -0.2 0.222
H -0.934357 -0.730108 -1.706656 1.4 -0.4 0.2 0.339
H 1.799297 1.762970 -1.191508 -0.1 0.1 -0.1 0.303
H -2.346930 -0.430857 1.983859 0.5 0.1 0.1 0.271
H 1.877331 -0.773697 -1.487307 0.1 0.3 -0.3 0.299
H -1.253384 -1.850109 0.286687 0.0 0.1 0.0 0.388
H 1.062383 1.523087 0.426946 0.3 -0.1 -0.1 0.227
```
Forces are in eV/Å.

Properties
HOMO: -9.4 eV
ΔE to the lowest compared entry with this formula, charge and spin: 76.99 kcal per mole
largest force on an atom: 0.0288 Eh/bohr
gap between HOMO and LUMO: 0.387 Ha
LUMO: 1.09 eV
SMILES: C1C[C@@H]([C@@H]2CO2)O1
net charge: 0
energy: -9406.4937 eV

[3]
Entry from the OMol25 dataset: C22H20N7OOsTe as an isolated structure at a distorted geometry (ωB97M-V/def2-TZVPD).

XYZ file:
```
52
Properties=species:S:1:pos:R:3:forces:R:3:mulliken_charge:R:1
Os 0.395858 0.679779 -0.825401 -0.2 -1.3 -1.1 1.053
Te 1.297434 0.149202 1.575920 -0.3 0.7 1.1 0.452
O -0.277949 -1.187026 -1.168642 -0.3 0.9 1.2 -0.728
N 0.802675 -0.132970 -5.011537 0.2 -0.6 0.3 -0.005
N 0.113278 4.590640 -0.476571 0.4 -0.8 0.6 0.971
N -0.639617 5.662456 -0.767598 -0.5 -0.4 -0.6 -0.653
N -0.274113 3.387888 -0.786449 0.0 1.7 -0.3 -0.228
N 0.748181 2.629750 -0.435061 -0.7 -0.2 -0.1 0.132
N 1.325399 4.692476 0.123096 -1.0 -1.5 -0.9 -0.615
N 0.613625 0.622206 -2.960902 0.7 2.0 -0.3 -0.391
C 0.449625 -1.830243 -3.340605 -0.6 -0.8 1.7 0.506
C -0.064957 1.336765 2.725999 0.5 -0.3 0.2 0.095
C 0.441962 -1.620879 2.183401 -0.4 -0.9 0.4 0.777
C -0.097063 -4.484367 -2.529447 -1.5 0.3 3.5 -0.658
C 1.167126 -2.773177 1.972753 0.4 -0.5 -0.5 -0.730
C 0.766714 -2.872353 -4.154867 -0.2 0.2 0.4 -0.808
C -1.716408 2.683574 4.389016 0.8 0.6 1.3 -0.344
C 0.656745 -0.463178 -3.705922 -0.3 -0.5 -1.5 0.851
C -1.271613 1.846343 2.232010 0.8 -0.8 0.0 0.201
C -0.450331 2.219656 4.887104 -1.6 0.3 -0.4 -0.748
C 1.678885 3.416621 0.106314 1.4 0.6 0.3 -0.140
C 0.830121 1.702271 -3.860806 -0.8 -0.1 0.5 -0.448
C -1.404243 -2.840568 3.122761 -0.1 -2.5 -0.4 -0.678
C 0.340654 1.420290 4.069698 -1.1 1.4 -0.6 -0.385
C -0.817569 -1.671148 2.812853 1.0 1.8 -0.5 -0.180
C -0.129363 -2.130384 -1.992015 1.1 -0.8 -1.4 0.622
C -2.144899 2.490324 3.084923 1.0 -0.1 0.6 -0.919
C -0.385061 -3.499197 -1.594359 -0.2 0.6 -0.5 -0.280
C 0.453908 -4.168339 -3.719796 1.4 -0.9 -2.5 -0.613
C 0.549595 -4.009778 2.194669 -1.1 0.5 0.4 -0.753
C 0.902525 1.220639 -5.114584 0.1 -0.2 -1.1 -0.399
C -0.752158 -4.054381 2.705696 -0.2 1.0 0.4 -0.471
H 2.634267 3.037540 0.426721 0.1 0.2 0.2 0.522
H -1.286388 -0.742935 3.076530 -0.3 0.2 0.0 0.402
H 1.234723 0.991731 4.452434 0.7 -0.3 0.1 0.502
H 0.828545 -0.798743 -5.791301 -0.1 0.5 0.5 0.208
H -1.561812 1.618255 1.225486 -0.1 0.1 -0.5 0.373
H -0.803460 -3.642201 -0.581925 0.3 -0.2 -0.7 0.517
H 0.956143 1.681916 -6.105247 0.1 0.0 0.7 0.422
H 2.198548 -2.741284 1.602820 -0.4 -0.1 0.1 0.413
H 0.723781 2.744998 -3.641915 0.2 0.1 0.6 0.423
H -0.302124 -5.500774 -2.232143 0.1 -0.2 -0.3 0.474
H 1.273106 -2.711178 -5.092298 0.0 -0.2 -0.1 0.513
H 0.739699 -5.020297 -4.339576 -0.1 0.4 -0.1 0.418
H -1.469044 5.685874 -0.217737 -0.9 -0.1 0.4 0.282
H -2.351565 3.282845 5.061257 0.4 -0.4 -0.3 0.395
H -0.145572 2.510462 5.899455 -0.2 -0.4 -0.4 0.437
H 1.047951 -4.927196 1.967440 0.4 -0.3 -0.1 0.511
H -1.259147 -5.009988 2.820190 0.2 0.2 0.1 0.457
H -3.076390 2.876656 2.731623 -0.5 0.1 -0.1 0.495
H -2.379337 -2.827650 3.617345 0.4 -0.3 -0.2 0.423
H -0.110899 6.479099 -0.620805 0.9 1.3 0.1 0.330
```
Forces are in eV/Å.

Properties
HOMO (spin up / spin down): -17.2 / -17.1 eV
largest force on an atom: 0.0746 Eh/bohr
gap between HOMO and LUMO (spin up / spin down): 0.273 / 0.174 Ha
LUMO (spin up / spin down): -9.74 / -12.37 eV
expectation value of S²: 6.046
2S+1: 5
net charge: +3
energy: -45345.0729 eV

[4]
Entry from the OMol25 dataset: an isolated ion of composition C11H13N2 and charge +1 at a distorted geometry (ωB97M-V/def2-TZVPD).

XYZ file:
```
26
Properties=species:S:1:pos:R:3:forces:R:3:mulliken_charge:R:1
N 1.042674 1.591367 1.864383 -0.1 -0.3 -0.2 -0.165
N -0.885024 0.615105 2.649953 -0.2 0.0 -0.2 -0.381
C -0.235726 -1.762110 -1.774943 -2.8 -0.3 -1.9 -0.490
C -1.405077 -1.598184 -0.995372 0.8 0.4 1.4 0.300
C 2.030364 0.787803 -0.283854 0.5 2.0 -0.4 -0.474
C -1.325106 -0.787382 0.150995 2.5 -0.2 -1.8 -0.794
C -0.014587 0.801724 1.627749 0.2 0.1 2.9 0.384
C -2.746238 -2.241933 -1.331423 1.4 1.6 -0.4 -1.227
C 0.896425 -1.023525 -1.537363 0.9 -1.0 0.4 -0.827
C -0.166687 -0.042734 0.463321 0.8 -0.6 -2.1 0.856
C 2.039188 1.838789 0.871057 0.6 -1.3 -1.4 -0.263
C 0.952967 -0.180362 -0.424377 -0.8 0.6 0.5 0.632
C 1.654041 2.247429 -0.523327 0.2 0.7 1.1 -0.790
H 1.784603 -1.240289 -2.154281 -0.5 0.7 0.3 0.357
H 2.277595 2.892909 -1.096140 1.2 0.0 -0.1 0.318
H -0.487231 -2.326507 -2.763186 1.3 0.8 1.8 0.229
H -0.934086 1.065853 3.603803 0.3 -0.6 -2.0 0.245
H 3.022115 2.030730 1.301148 -0.4 0.3 -0.2 0.359
H -2.138432 -0.720444 0.760336 -2.4 0.2 1.4 0.490
H 3.014746 0.637687 -0.713810 -0.2 -0.7 0.1 0.542
H -1.565517 -0.093043 2.390276 0.0 0.4 0.9 0.133
H 1.392934 1.744429 2.815794 -0.9 0.0 -0.4 0.333
H -3.115962 -2.663251 -0.367742 -0.4 0.2 -1.2 0.341
H -3.289446 -1.305338 -1.733022 -0.1 -2.1 0.6 0.293
H 0.695030 2.705524 -0.667075 -1.1 -0.9 0.2 0.240
H -2.493562 -2.974245 -2.132899 -1.0 0.3 0.7 0.358
```
Forces are in eV/Å.

Properties
HOMO: -12.4 eV
ΔE to the lowest compared entry with this formula, charge and spin: 38.34 kcal per mole
largest force on an atom: 0.0656 Eh/bohr
gap between HOMO and LUMO: 0.304 Ha
LUMO: -4.09 eV
SMILES: Cc1ccc2c(c1)C(=[NH2+])N[C@@H]1C[C@H]21
net charge: +1
energy: -14590.8164 eV

Which value of energy does entry 2 give?
-9406.4937 eV

Which of these has the lowest energy?
C22H20N7OOsTe

Which value of net charge does entry 1 give?
0

What did the fourth record say?
Entry from the OMol25 dataset: an isolated ion of composition C11H13N2 and charge +1 at a distorted geometry (ωB97M-V/def2-TZVPD).

XYZ file:
```
26
Properties=species:S:1:pos:R:3:forces:R:3:mulliken_charge:R:1
N 1.042674 1.591367 1.864383 -0.1 -0.3 -0.2 -0.165
N -0.885024 0.615105 2.649953 -0.2 0.0 -0.2 -0.381
C -0.235726 -1.762110 -1.774943 -2.8 -0.3 -1.9 -0.490
C -1.405077 -1.598184 -0.995372 0.8 0.4 1.4 0.300
C 2.030364 0.787803 -0.283854 0.5 2.0 -0.4 -0.474
C -1.325106 -0.787382 0.150995 2.5 -0.2 -1.8 -0.794
C -0.014587 0.801724 1.627749 0.2 0.1 2.9 0.384
C -2.746238 -2.241933 -1.331423 1.4 1.6 -0.4 -1.227
C 0.896425 -1.023525 -1.537363 0.9 -1.0 0.4 -0.827
C -0.166687 -0.042734 0.463321 0.8 -0.6 -2.1 0.856
C 2.039188 1.838789 0.871057 0.6 -1.3 -1.4 -0.263
C 0.952967 -0.180362 -0.424377 -0.8 0.6 0.5 0.632
C 1.654041 2.247429 -0.523327 0.2 0.7 1.1 -0.790
H 1.784603 -1.240289 -2.154281 -0.5 0.7 0.3 0.357
H 2.277595 2.892909 -1.096140 1.2 0.0 -0.1 0.318
H -0.487231 -2.326507 -2.763186 1.3 0.8 1.8 0.229
H -0.934086 1.065853 3.603803 0.3 -0.6 -2.0 0.245
H 3.022115 2.030730 1.301148 -0.4 0.3 -0.2 0.359
H -2.138432 -0.720444 0.760336 -2.4 0.2 1.4 0.490
H 3.014746 0.637687 -0.713810 -0.2 -0.7 0.1 0.542
H -1.565517 -0.093043 2.390276 0.0 0.4 0.9 0.133
H 1.392934 1.744429 2.815794 -0.9 0.0 -0.4 0.333
H -3.115962 -2.663251 -0.367742 -0.4 0.2 -1.2 0.341
H -3.289446 -1.305338 -1.733022 -0.1 -2.1 0.6 0.293
H 0.695030 2.705524 -0.667075 -1.1 -0.9 0.2 0.240
H -2.493562 -2.974245 -2.132899 -1.0 0.3 0.7 0.358
```
Forces are in eV/Å.

Properties
HOMO: -12.4 eV
ΔE to the lowest compared entry with this formula, charge and spin: 38.34 kcal per mole
largest force on an atom: 0.0656 Eh/bohr
gap between HOMO and LUMO: 0.304 Ha
LUMO: -4.09 eV
SMILES: Cc1ccc2c(c1)C(=[NH2+])N[C@@H]1C[C@H]21
net charge: +1
energy: -14590.8164 eV